{"formula": "C14H28FeOP2", "method": "ωB97M-V/def2-TZVPD", "orbital_gap_ha": [0.20554, 0.28525], "total_charge": 0, "spin_multiplicity": 5, "elements": ["H", "H", "H", "C", "C", "C", "C", "Fe", "O", "C", "C", "H", "H", "H", "C", "H", "H", "C", "C", "H", "H", "C", "H", "C", "P", "C", "H", "H", "H", "H", "H", "H", "H", "H", "H", "C", "H", "H", "H", "H", "H", "H", "C", "H", "P", "H"], "positions_angstrom": [[2.823, -3.606, 1.810], [-3.025, 3.356, -1.061], [2.516, 0.226, -2.346], [3.087, -2.589, 2.092], [0.334, -1.734, -2.891], [2.101, -1.587, 2.074], [-1.963, -1.123, -0.893], [-1.846, 0.580, -1.566], [-2.246, -2.260, -0.878], [0.177, 0.846, -3.947], [2.475, -0.252, 2.268], [-1.362, 3.110, 1.519], [1.946, -0.277, -0.738], [-3.418, -0.118, 2.077], [0.653, -1.899, 1.802], [5.780, -0.649, 3.010], [0.373, -2.786, 2.380], [1.726, 0.374, -1.595], [-3.689, 2.561, -0.699], [-2.972, 2.972, 2.277], [1.732, 1.421, -1.262], [4.761, -0.928, 2.711], [-1.745, 1.719, 2.573], [4.400, -2.260, 2.461], [0.101, -0.003, -2.346], [-3.894, 0.324, 1.183], [0.497, -2.061, 0.723], [-2.201, 1.321, -2.890], [0.861, -2.327, -2.134], [-4.533, 2.984, -0.144], [1.699, 0.525, 2.175], [-0.640, -2.198, -3.085], [-4.171, -0.503, 0.512], [5.167, -3.037, 2.527], [0.361, 1.907, -3.781], [-2.151, 2.402, 1.807], [-1.108, 1.784, -0.754], [-0.785, 0.727, -4.445], [-4.815, 0.849, 1.496], [4.030, 1.134, 2.801], [0.020, -1.091, 2.180], [0.920, -1.725, -3.819], [3.791, 0.081, 2.615], [0.963, 0.405, -4.560], [-2.673, 1.420, 0.325], [-4.054, 1.986, -1.564]], "nbo_charge": [0.21, 0.25, 0.23, -0.22, -0.96, -0.01, 0.35, 0.45, -0.53, -0.95, -0.23, 0.24, 0.24, 0.23, -0.63, 0.22, 0.22, -0.94, -0.96, 0.23, 0.25, -0.23, 0.23, -0.20, 0.94, -0.97, 0.22, -0.39, 0.24, 0.23, 0.21, 0.24, 0.23, 0.21, 0.25, -0.94, -0.31, 0.26, 0.22, 0.21, 0.22, 0.23, -0.19, 0.21, 0.93, 0.26]}

---

{"formula": "C7H17N2O3S", "method": "ωB97M-V/def2-TZVPD", "orbital_gap_ha": [0.30488, 0.29059], "total_charge": 1, "elements": ["N", "N", "C", "H", "O", "C", "H", "H", "H", "C", "H", "H", "C", "O", "H", "C", "H", "C", "H", "H", "C", "H", "H", "S", "O", "H", "H", "H", "H", "H"], "positions_angstrom": [[-0.542, -0.304, 0.079], [5.151, 0.872, -0.278], [-0.787, 1.501, -1.722], [0.244, 1.899, -1.491], [1.536, 1.876, 0.150], [-0.853, 0.752, 1.072], [-2.043, -1.606, 1.043], [-0.225, 0.716, 1.894], [-1.647, 2.104, -1.409], [-1.022, -1.615, 0.659], [0.308, -2.788, -0.218], [-0.474, -1.590, 1.564], [-0.665, -2.956, -0.099], [1.675, -1.117, -1.185], [-0.854, -3.851, 0.525], [4.327, 0.227, 0.239], [-0.846, 1.586, -2.800], [-1.050, -0.022, -1.331], [-2.735, 1.496, 0.486], [-2.038, -0.371, -1.444], [-2.324, 0.982, 1.384], [1.756, 2.135, 1.010], [-2.951, 0.101, 1.473], [1.417, -0.587, 0.089], [3.434, -0.467, 0.522], [6.032, 1.314, -0.173], [-0.436, -0.705, -1.940], [-1.363, -3.087, -0.839], [-0.531, 1.778, 0.649], [-2.497, 1.728, 2.090]], "nbo_charge": [-0.39, -0.64, -0.67, 0.28, -0.87, -0.27, 0.24, 0.21, 0.22, -0.24, 0.20, 0.20, -0.61, -0.78, 0.25, 0.91, 0.24, -0.23, 0.22, 0.23, -0.63, 0.45, 0.21, 1.62, -0.61, 0.46, 0.23, 0.23, 0.29, 0.25]}

---

{"formula": "C5H7NO2", "method": "ωB97M-V/def2-TZVPD", "orbital_gap_ha": 0.35798, "total_charge": 0, "smiles": "C1=CC=1.O=C=O.CN", "elements": ["C", "H", "O", "O", "C", "H", "H", "H", "H", "H", "H", "C", "C", "N", "C"], "positions_angstrom": [[0.982, 2.061, -0.453], [-2.343, -2.164, 1.372], [1.759, -0.499, -0.637], [3.133, -0.930, -2.424], [-1.459, -1.688, 1.595], [-2.140, -0.057, 0.496], [-0.492, -0.179, 0.667], [1.030, 1.676, 0.545], [-0.910, 1.986, -1.788], [-0.502, -2.257, 1.350], [-1.581, -1.744, 2.779], [1.401, 2.569, -1.730], [2.463, -0.726, -1.512], [-1.402, -0.273, 1.131], [0.061, 2.225, -1.390]], "nbo_charge": [-0.18, 0.19, -0.54, -0.49, -0.42, 0.36, 0.36, 0.24, 0.23, 0.19, 0.17, -0.08, 1.04, -0.85, -0.22]}

---

{"formula": "CH3IN2O", "method": "ωB97M-V/def2-TZVPD", "orbital_gap_ha": [0.30676, 0.29227], "total_charge": 0, "elements": ["H", "N", "N", "H", "C", "O", "H", "I"], "positions_angstrom": [[-0.677, 0.212, 0.996], [0.464, 0.485, -0.784], [1.030, -1.456, -0.282], [-1.442, -0.153, -0.557], [-0.751, 0.536, -0.051], [0.340, -1.830, 0.568], [-1.190, 1.536, -0.078], [2.225, 0.669, 0.189]], "nbo_charge": [0.19, -0.55, 0.26, 0.21, -0.49, -0.22, 0.22, 0.37]}

---

{"formula": "FH2PS", "method": "ωB97M-V/def2-TZVPD", "orbital_gap_ha": [0.34576, 0.21706], "total_charge": 0, "elements": ["S", "H", "F", "H", "P"], "positions_angstrom": [[-1.329, 0.158, -1.194], [0.883, -1.469, 1.578], [1.215, -0.852, 3.545], [-0.108, 0.432, -1.620], [0.834, -0.276, 2.065]], "nbo_charge": [-0.09, -0.15, -0.58, 0.09, 0.73]}

---

{"formula": "C43H44AsFeNOP2S2", "method": "ωB97M-V/def2-TZVPD", "orbital_gap_ha": [0.18566, 0.14325], "total_charge": -1, "spin_multiplicity": 6, "elements": ["C", "H", "C", "H", "C", "C", "H", "C", "H", "C", "H", "C", "H", "H", "C", "H", "C", "C", "As", "C", "P", "H", "H", "C", "H", "C", "C", "S", "C", "C", "H", "H", "H", "H", "C", "C", "H", "C", "H", "H", "C", "N", "C", "H", "H", "H", "C", "O", "C", "H", "H", "H", "C", "H", "C", "H", "C", "C", "H", "C", "C", "C", "S", "C", "H", "C", "H", "C", "C", "H", "H", "H", "H", "H", "H", "C", "H", "C", "H", "C", "H", "H", "H", "P", "H", "C", "Fe", "C", "C", "C", "H", "H", "H", "C", "C"], "positions_angstrom": [[2.895, -1.780, -0.089], [1.671, -3.104, 6.620], [-2.439, -0.772, -4.441], [3.543, -3.165, 8.209], [4.082, -1.691, 4.681], [4.431, 1.115, -3.515], [-3.315, -5.265, -3.143], [-2.541, 0.224, -3.475], [3.484, 2.045, 4.596], [-4.565, 1.451, 1.988], [5.048, 0.533, -4.189], [-1.346, -3.080, -1.467], [2.712, -3.719, 0.381], [2.863, 1.575, 0.623], [-3.028, -4.382, -2.583], [5.769, -2.293, 7.559], [-1.749, 4.829, -2.464], [3.214, 1.300, -1.439], [1.420, 1.184, 3.302], [2.796, -2.205, 5.013], [-1.058, 0.789, -2.526], [0.223, 2.342, -4.658], [0.215, 4.768, -5.220], [-4.209, -1.226, 1.336], [-0.316, -2.944, -1.166], [-1.044, 2.575, -2.957], [3.238, 3.131, -3.015], [0.556, -0.077, -3.374], [5.124, -1.729, 5.578], [-5.476, 0.501, 2.431], [3.520, -2.806, 1.568], [-5.698, -1.047, -5.322], [-6.012, -1.574, 2.449], [-5.896, 0.709, -3.596], [-0.342, 3.048, -4.060], [2.827, 2.586, -1.811], [1.187, 0.692, 5.814], [2.750, 0.772, -0.108], [4.364, 2.825, -4.815], [-3.887, 1.504, -2.397], [-5.298, -0.834, 2.104], [3.248, -2.893, 0.605], [-1.745, 3.475, -2.159], [0.766, -2.580, 4.377], [-2.262, 3.105, -1.283], [-4.370, -1.589, -1.224], [-3.570, -1.228, -5.104], [2.184, -1.871, -1.081], [-4.814, -0.693, -4.805], [-1.460, -1.176, -4.661], [-2.760, 1.778, 0.843], [4.311, -0.440, -2.057], [4.950, -2.266, 6.854], [-0.946, -4.908, -2.504], [2.644, -2.725, 6.331], [-1.046, 6.352, -3.805], [4.045, 2.397, -3.873], [1.744, -2.203, 4.108], [4.235, -1.241, 3.705], [-0.342, 4.403, -4.364], [0.509, 1.055, 5.037], [-2.305, -2.143, -1.080], [-0.454, -1.348, 1.293], [-3.624, -2.329, -1.483], [3.386, -0.483, 1.504], [-3.796, 0.747, -3.168], [-5.014, -3.575, -2.533], [-4.923, 0.294, -3.835], [-3.983, -3.445, -2.224], [-2.294, 5.526, -1.837], [4.538, -0.435, 0.161], [-6.324, 0.804, 3.035], [-4.054, -2.273, 1.102], [2.290, 3.342, 4.420], [6.093, -1.336, 5.295], [-3.303, -0.278, 0.869], [-3.478, -2.010, -5.849], [4.021, 0.573, -2.306], [-4.699, 2.494, 2.248], [-1.046, 5.295, -3.568], [3.332, 2.908, 3.060], [1.637, 0.559, -0.109], [2.180, 3.159, -1.155], [-1.773, -0.680, -0.079], [2.911, 4.124, -3.293], [3.475, -0.472, 0.414], [0.512, -0.568, -0.944], [-1.704, -4.189, -2.215], [2.773, 2.509, 3.907], [3.693, -2.755, 7.217], [1.833, -1.807, 3.107], [0.118, 2.025, 5.352], [-0.321, 0.355, 4.949], [-3.486, 1.061, 1.208], [-1.243, 0.789, -0.821]], "mulliken_charge": [0.44, 0.36, -0.46, 0.37, 0.00, -0.89, 0.35, 0.37, 0.32, -0.66, 0.37, -0.54, 0.30, 0.20, -0.59, 0.37, -0.78, 0.55, 0.34, 1.48, 1.71, 0.35, 0.41, -0.25, 0.28, 0.33, -0.52, -0.87, -0.74, -0.47, 0.14, 0.37, 0.39, 0.39, -0.56, -0.09, 0.33, -0.40, 0.37, 0.30, -0.70, -0.44, -0.15, 0.26, 0.17, 0.54, -0.74, -0.62, -0.40, 0.37, 0.17, 0.25, -0.40, 0.42, -0.78, 0.37, -0.49, -0.95, 0.38, -0.65, -1.08, 0.43, -0.63, -0.12, -0.81, -0.46, 0.38, -0.68, -0.89, 0.41, 0.59, 0.37, 0.51, 0.36, 0.39, 0.10, 0.41, -0.07, 0.40, -0.43, 0.34, 0.04, 0.24, 1.91, 0.40, 0.52, -0.17, -0.80, -1.10, -0.47, -0.18, 0.40, 0.30, -0.38, -1.22]}

---

Max |F| in eV/A, matching the order above: 4.70; 5.17; 4.20; 2.50; 3.76; 1.78